[1]
# C46H67IrN7O2P

C46H67IrN7O2P as an isolated structure at a distorted geometry (ωB97M-V/def2-TZVPD, OMol25).

Geometry as XYZ:
```
124
Properties=species:S:1:pos:R:3:lowdin_spin:R:1
Ir -0.248 0.467 0.380 0.547
C 2.772 1.628 1.889 0.000
C 2.264 1.160 3.257 0.000
C 2.067 -0.359 3.344 -0.001
C 1.055 1.978 3.670 -0.002
C 1.280 2.986 4.601 0.000
C 0.266 3.819 5.037 -0.004
C -0.999 3.686 4.500 0.001
C -1.276 2.707 3.556 -0.002
C -2.660 2.690 2.928 0.000
C -3.742 2.292 3.938 0.000
C -2.984 4.052 2.304 0.000
C -0.254 1.805 3.188 0.002
N -0.635 0.700 2.365 0.044
C -1.450 -0.257 2.916 0.015
O -1.605 -0.492 4.094 0.058
C -2.220 -0.987 1.864 0.006
C -3.230 -1.910 2.062 -0.003
C -3.922 -2.367 0.947 0.006
C -3.622 -1.870 -0.324 -0.003
C -2.610 -0.942 -0.433 0.005
N -1.944 -0.556 0.646 -0.004
C -2.234 -0.143 -1.643 0.006
O -2.462 -0.523 -2.772 0.022
N -1.607 1.025 -1.266 0.054
C -1.790 2.211 -2.012 0.008
C -3.081 2.539 -2.498 0.001
C -3.203 3.615 -3.362 0.001
C -2.119 4.413 -3.694 -0.002
C -0.893 4.165 -3.109 0.000
C -0.715 3.088 -2.254 -0.001
C 0.632 2.861 -1.627 -0.002
C 1.057 4.038 -0.745 0.000
C 1.707 2.529 -2.663 0.000
C -4.348 1.861 -2.001 0.000
C -5.435 1.742 -3.070 0.000
C -4.862 2.638 -0.782 0.000
H 3.663 1.075 1.584 0.000
H 3.015 2.691 1.917 0.000
H 2.017 1.490 1.111 0.000
H 3.051 1.414 3.970 0.000
H 1.509 -0.750 2.493 0.000
H 1.530 -0.625 4.256 0.000
H 3.040 -0.855 3.364 0.000
H 2.278 3.111 5.002 0.000
H 0.467 4.577 5.782 0.000
H -1.788 4.359 4.812 0.000
H -2.668 1.963 2.112 0.001
H -3.865 3.071 4.693 0.000
H -3.489 1.364 4.448 0.000
H -4.701 2.164 3.431 0.000
H -3.059 4.828 3.066 0.000
H -3.942 4.005 1.785 0.000
H -2.219 4.352 1.585 0.000
H -3.455 -2.228 3.070 0.000
H -4.719 -3.088 1.067 0.000
H -4.167 -2.166 -1.210 0.000
H -4.175 3.858 -3.771 0.000
H -2.243 5.245 -4.373 0.000
H -0.058 4.823 -3.321 0.000
H 0.517 1.990 -0.976 0.000
H 1.105 4.960 -1.324 0.000
H 2.045 3.854 -0.320 0.000
H 0.352 4.192 0.076 0.000
H 1.874 3.378 -3.327 0.000
H 1.408 1.677 -3.276 0.000
H 2.653 2.293 -2.170 0.000
H -4.133 0.854 -1.659 0.000
H -5.914 2.702 -3.260 0.000
H -6.212 1.053 -2.734 0.000
H -5.027 1.364 -4.008 0.000
H -5.069 3.675 -1.048 0.000
H -4.124 2.634 0.023 0.000
H -5.784 2.189 -0.406 0.000
N 1.214 -0.587 -0.044 0.178
P 1.801 -2.015 -0.501 0.041
N 1.489 -3.238 0.572 0.003
C 0.110 -3.365 1.057 0.001
C -0.181 -4.804 1.460 0.001
C 0.820 -5.260 2.519 0.000
C 2.245 -5.074 2.004 0.000
C 2.478 -3.626 1.589 0.000
N 1.229 -2.507 -1.955 0.007
C 0.927 -1.440 -2.936 0.001
C 0.751 -2.051 -4.316 0.000
C -0.455 -3.003 -4.346 0.000
C -0.652 -3.697 -2.987 0.000
C 0.675 -3.837 -2.261 0.001
N 3.423 -1.891 -0.649 0.006
C 4.128 -2.570 -1.756 0.002
C 5.606 -2.210 -1.737 0.001
C 5.841 -0.695 -1.797 0.000
C 4.850 0.079 -0.902 0.000
C 4.172 -0.859 0.083 0.003
H -0.570 -3.032 0.269 0.000
H -0.033 -2.714 1.931 0.000
H -0.103 -5.449 0.581 0.000
H -1.204 -4.879 1.836 0.000
H 0.643 -6.302 2.787 0.000
H 0.684 -4.658 3.424 0.000
H 2.417 -5.722 1.140 0.000
H 2.969 -5.344 2.774 0.000
H 3.475 -3.500 1.172 0.000
H 2.390 -2.975 2.470 0.000
H 1.748 -0.717 -2.928 0.000
H 0.017 -0.901 -2.660 0.000
H 1.666 -2.587 -4.584 0.000
H 0.624 -1.248 -5.043 0.000
H -0.302 -3.750 -5.126 0.000
H -1.359 -2.450 -4.598 0.000
H -1.098 -4.684 -3.121 0.000
H -1.336 -3.110 -2.370 0.000
H 1.382 -4.383 -2.895 0.000
H 0.577 -4.399 -1.337 0.000
H 3.689 -2.282 -2.716 0.000
H 4.010 -3.652 -1.655 0.000
H 6.084 -2.699 -2.584 0.000
H 6.065 -2.621 -0.835 0.000
H 5.759 -0.350 -2.829 0.000
H 6.865 -0.494 -1.481 0.000
H 4.069 0.548 -1.507 0.000
H 5.363 0.873 -0.358 0.000
H 3.465 -0.321 0.710 0.001
H 4.911 -1.326 0.742 0.000
```

Properties
* charge: +1
* multiplicity: 2
* HOMO (spin up / spin down): -10.41 / -10.40 eV
* Kohn-Sham gap (spin up / spin down): 6.00 / 6.15 eV
* energy: -75438.76592 eV



[2]
# C46H68Br2ClNO11S5

A 6-piece molecular cluster, C46H68Br2ClNO11S5 overall at a distorted geometry (ωB97M-V/def2-TZVPD, OMol25).

Geometry as XYZ:
```
134
Properties=species:S:1:pos:R:3:lowdin_charge:R:1
C 3.959 -1.312 2.736 0.027
C 3.638 -1.121 1.425 -0.134
C 3.652 0.304 0.771 -0.072
C 4.875 0.668 0.045 -0.075
C 6.040 -0.366 0.007 -0.150
C 5.701 -1.653 -0.870 -0.226
C 6.236 -3.001 -0.187 -0.103
C 4.949 2.016 -0.580 -0.061
C 6.277 2.351 -1.316 -0.074
C 6.376 1.343 -2.633 -0.215
C 6.283 2.131 -4.063 0.004
O 7.585 1.492 -3.433 -0.174
C 3.802 2.951 -0.503 -0.019
C 3.908 4.372 -1.167 -0.099
O 4.040 5.354 -0.114 -0.011
C 5.313 5.860 -0.010 -0.475
C 5.462 7.323 0.550 0.012
O 6.331 5.264 -0.272 0.091
C 2.579 2.534 0.197 0.006
C 2.521 1.215 0.851 -0.006
C 1.212 0.856 1.621 -0.278
O 1.324 0.247 2.666 0.085
C -0.131 1.345 1.017 -0.010
C -1.376 0.562 1.107 -0.066
C -1.237 -0.824 1.813 -0.077
C -0.341 -1.749 0.882 -0.209
O -0.679 -2.900 0.715 0.033
C -2.649 1.083 0.553 -0.078
C -3.935 0.216 0.716 -0.585
Cl -5.489 1.132 0.892 0.661
C -3.936 -0.879 -0.425 -0.240
C -4.733 -0.482 -1.721 -0.119
C -2.563 2.390 -0.122 -0.167
N -3.707 2.995 -0.754 0.100
C -4.183 4.009 -0.107 -0.350
C -4.614 5.273 -0.951 -0.037
C -4.340 4.138 1.433 -0.071
C -1.298 3.158 -0.246 -0.144
C -1.245 4.515 -1.004 -0.629
Br -1.222 6.249 -0.116 0.791
C -1.245 4.512 -2.362 -0.680
C -1.226 5.780 -3.257 -0.163
Br -1.316 2.794 -3.329 0.721
C -0.066 2.663 0.339 0.005
C 1.303 3.420 0.295 -0.249
O 1.395 4.621 0.366 0.072
H 3.623 -0.544 3.469 0.073
H 4.502 -2.244 3.038 0.075
H 3.326 -1.947 0.731 0.112
H 6.991 0.057 -0.398 0.105
H 6.274 -0.755 1.038 0.108
H 4.599 -1.785 -0.996 0.092
H 6.225 -1.607 -1.866 0.093
H 5.338 -3.620 0.083 0.021
H 6.853 -3.619 -0.892 0.071
H 6.826 -2.799 0.746 0.072
H 6.286 3.333 -1.833 0.073
H 7.181 2.140 -0.699 0.125
H 5.869 0.315 -2.566 0.125
H 6.707 3.157 -3.964 0.098
H 6.467 1.570 -5.007 0.101
H 2.907 4.561 -1.649 0.135
H 4.686 4.436 -1.961 0.123
H 6.538 7.611 0.640 0.087
H 4.846 8.067 -0.008 0.084
H 5.067 7.304 1.610 0.092
H -0.784 -0.753 2.841 0.128
H -2.195 -1.383 1.935 0.105
H 0.569 -1.367 0.339 0.130
H -3.810 -0.346 1.684 0.085
H -2.888 -1.233 -0.647 0.113
H -4.456 -1.785 0.003 0.094
H -5.819 -0.623 -1.519 0.037
H -4.461 0.512 -2.155 0.071
H -4.463 -1.246 -2.509 0.087
H -4.000 5.373 -1.884 0.061
H -5.710 5.297 -1.171 0.084
H -4.335 6.159 -0.312 0.056
H -5.383 3.833 1.716 0.059
H -4.246 5.207 1.766 0.055
H -3.599 3.556 2.034 0.085
H -2.193 6.331 -3.048 0.070
H -0.406 6.501 -3.024 0.072
H -1.275 5.524 -4.350 0.068
C -9.260 -3.031 0.299 -0.270
S -7.823 -1.974 0.561 0.797
O -6.771 -2.415 -0.394 -0.546
C -7.392 -2.637 2.180 -0.264
H -9.672 -2.812 -0.685 0.050
H -8.963 -4.080 0.343 0.057
H -10.011 -2.820 1.061 0.051
H -7.213 -3.711 2.106 0.059
H -8.203 -2.439 2.882 0.053
H -6.486 -2.140 2.524 0.044
C 1.702 -6.356 0.498 -0.263
S 3.115 -5.853 1.497 0.824
O 4.051 -5.107 0.601 -0.574
C 3.788 -7.507 1.722 -0.281
H 1.150 -5.462 0.208 0.041
H 2.046 -6.878 -0.396 0.058
H 1.053 -7.006 1.088 0.050
H 4.001 -7.958 0.752 0.064
H 3.075 -8.119 2.270 0.019
H 4.710 -7.429 2.295 0.056
C -8.231 5.720 3.106 -0.267
S -7.413 6.859 1.973 0.828
O -5.976 6.468 1.911 -0.561
C -7.533 8.306 3.041 -0.269
H -8.234 4.729 2.653 0.049
H -7.690 5.685 4.053 0.060
H -9.259 6.046 3.271 0.053
H -7.037 8.108 3.992 0.059
H -8.583 8.549 3.208 0.052
H -7.044 9.141 2.543 0.051
C 0.367 -1.154 -4.556 -0.268
S -0.766 -0.451 -5.770 0.769
O -2.073 -1.145 -5.613 -0.552
C 0.048 -1.156 -7.216 -0.273
H 0.023 -0.869 -3.561 0.044
H 0.375 -2.241 -4.640 0.058
H 1.369 -0.755 -4.719 0.053
H 0.076 -2.243 -7.134 0.057
H 1.061 -0.758 -7.294 0.051
H -0.521 -0.873 -8.101 0.048
C 1.356 -11.420 2.924 -0.269
S 2.767 -10.911 3.923 0.820
O 3.696 -10.159 3.031 -0.558
C 3.450 -12.564 4.141 -0.270
H 0.799 -10.529 2.637 0.047
H 1.702 -11.937 2.028 0.059
H 0.711 -12.075 3.512 0.053
H 3.664 -13.009 3.169 0.059
H 2.738 -13.182 4.690 0.053
H 4.373 -12.481 4.714 0.051
```

Properties
* charge: 0
* HOMO: -8.10 eV
* Kohn-Sham gap: 7.69 eV
* energy: -279588.13776 eV



[3]
# C46H68N10O3S3

A 13-piece molecular cluster, C46H68N10O3S3 overall at a distorted geometry (ωB97M-V/def2-TZVPD, OMol25).

Geometry as XYZ:
```
130
Properties=species:S:1:pos:R:3:lowdin_charge:R:1
C 20.093 -0.544 -16.659 -0.218
S 19.776 -0.854 -14.801 0.807
O 18.774 -1.954 -14.669 -0.561
C 21.493 -1.424 -14.410 -0.233
H 19.370 0.078 -17.187 0.041
H 20.066 -1.547 -17.083 0.041
H 21.033 -0.003 -16.773 0.038
H 21.704 -1.367 -13.343 0.034
H 22.223 -0.677 -14.720 0.044
H 21.636 -2.433 -14.798 0.022
C 18.292 -1.360 -11.830 -0.265
S 17.542 -1.354 -10.131 0.875
O 17.919 -2.719 -9.514 -0.597
C 18.686 -0.185 -9.250 -0.252
H 19.262 -0.864 -11.857 0.020
H 17.683 -0.696 -12.444 0.037
H 18.331 -2.384 -12.203 0.052
H 18.438 -0.016 -8.202 0.052
H 18.775 0.774 -9.761 0.034
H 19.682 -0.607 -9.386 0.010
C 21.950 -2.850 -10.160 -0.230
S 23.601 -2.155 -9.773 0.856
O 23.572 -2.174 -8.235 -0.579
C 24.609 -3.651 -10.290 -0.241
H 21.787 -3.057 -11.218 0.045
H 21.152 -2.256 -9.716 0.026
H 21.814 -3.847 -9.740 0.021
H 25.685 -3.477 -10.286 0.038
H 24.562 -3.957 -11.335 0.040
H 24.434 -4.511 -9.644 0.020
N 28.767 -1.613 -8.524 0.000
C 27.624 -1.986 -7.964 -0.172
C 26.960 -0.932 -7.366 -0.074
C 27.765 0.225 -7.739 -0.081
C 28.789 -0.258 -8.629 -0.148
H 29.469 -2.315 -8.710 0.155
H 27.406 -3.044 -7.991 0.095
H 26.069 -0.959 -6.757 0.065
H 27.854 1.246 -7.398 0.080
H 29.639 0.240 -9.073 0.095
N 27.422 0.379 -11.910 0.021
C 27.520 0.230 -13.261 -0.159
C 26.599 -0.705 -13.693 -0.111
C 25.941 -1.242 -12.512 -0.094
C 26.482 -0.513 -11.440 -0.144
H 27.974 0.972 -11.307 0.140
H 28.065 0.964 -13.835 0.103
H 26.237 -0.788 -14.707 0.084
H 25.030 -1.823 -12.493 0.068
H 26.382 -0.510 -10.365 0.090
N 25.001 -3.726 -3.789 0.000
C 25.425 -3.447 -2.504 -0.134
C 25.557 -2.065 -2.398 -0.124
C 25.131 -1.549 -3.618 -0.130
C 24.835 -2.573 -4.550 -0.081
H 24.923 -4.684 -4.099 0.107
H 25.487 -4.258 -1.793 0.098
H 25.757 -1.503 -1.499 0.088
H 25.018 -0.493 -3.815 0.074
H 24.409 -2.618 -5.541 0.088
N 20.594 -7.144 -10.559 -0.026
C 20.139 -6.109 -9.805 -0.142
C 18.793 -5.910 -10.160 -0.082
C 18.374 -7.019 -11.001 -0.069
C 19.560 -7.761 -11.179 -0.160
H 21.477 -7.604 -10.389 0.144
H 20.853 -5.564 -9.205 0.086
H 18.245 -5.069 -9.761 0.059
H 17.353 -7.198 -11.304 0.083
H 19.751 -8.717 -11.642 0.099
N 21.266 1.862 -11.749 0.032
C 21.965 1.256 -10.764 -0.172
C 23.237 0.954 -11.155 -0.116
C 23.355 1.442 -12.486 -0.092
C 22.085 1.768 -12.865 -0.162
H 20.324 2.225 -11.748 0.148
H 21.446 1.060 -9.838 0.094
H 24.107 0.660 -10.587 0.069
H 24.214 1.394 -13.140 0.095
H 21.608 2.006 -13.805 0.101
N 26.299 -6.131 -9.540 0.000
C 26.630 -5.951 -8.179 -0.092
C 28.019 -5.696 -8.115 -0.121
C 28.526 -5.704 -9.425 -0.125
C 27.477 -6.016 -10.275 -0.133
H 25.381 -6.335 -9.909 0.128
H 25.882 -6.018 -7.402 0.070
H 28.630 -5.436 -7.263 0.094
H 29.547 -5.534 -9.732 0.092
H 27.374 -6.047 -11.350 0.102
N 21.190 -0.885 -6.435 0.016
C 20.287 -1.881 -6.582 -0.142
C 19.372 -1.705 -5.505 -0.107
C 19.711 -0.527 -4.838 -0.136
C 20.915 -0.075 -5.334 -0.114
H 21.909 -0.543 -7.056 0.102
H 20.350 -2.607 -7.379 0.097
H 18.468 -2.258 -5.297 0.088
H 19.214 -0.123 -3.968 0.089
H 21.533 0.771 -5.073 0.093
N 22.727 -4.676 -16.038 0.007
C 21.828 -4.860 -15.040 -0.203
C 22.443 -5.175 -13.906 -0.094
C 23.856 -5.392 -14.280 -0.080
C 23.966 -4.904 -15.545 -0.158
H 22.472 -4.354 -16.960 0.153
H 20.800 -4.613 -15.257 0.120
H 21.937 -5.399 -12.979 0.087
H 24.661 -5.759 -13.660 0.079
H 24.775 -4.706 -16.232 0.111
N 23.434 3.248 -6.016 0.011
C 24.625 2.899 -5.396 -0.094
C 25.011 1.695 -5.958 -0.100
C 24.023 1.403 -6.863 -0.144
C 23.014 2.260 -6.744 -0.215
H 22.874 4.035 -5.721 0.155
H 25.108 3.547 -4.680 0.103
H 25.869 1.059 -5.797 0.079
H 24.003 0.506 -7.464 0.084
H 22.084 2.303 -7.291 0.120
N 23.114 -6.870 -4.604 0.006
C 22.134 -5.895 -4.596 -0.120
C 22.352 -5.045 -5.635 -0.122
C 23.457 -5.500 -6.329 -0.106
C 23.950 -6.623 -5.586 -0.177
H 23.263 -7.678 -4.018 0.157
H 21.224 -5.979 -4.021 0.111
H 21.649 -4.258 -5.864 0.091
H 23.719 -5.033 -7.267 0.070
H 24.736 -7.339 -5.774 0.104
```

Properties
* charge: 0
* HOMO: -7.37 eV
* Kohn-Sham gap: 7.62 eV
* energy: -102345.22429 eV